This record from OMol25 describes 8 unconnected molecules or ions with the total composition C35H65BrFN2O25PS8 in a non-equilibrium geometry. The level of theory is ωB97M-V with the def2-TZVPD basis set.

XYZ file:
```
138
Properties=species:S:1:pos:R:3:forces:R:3
O -2.035375 -3.024557 0.054471 0.2 -0.1 0.7
C -1.743648 -2.697566 1.158272 0.0 0.6 -0.9
F -2.751243 -2.716474 2.115845 1.8 0.2 -0.4
C -0.294858 -2.204387 1.564943 -0.8 -0.2 0.5
C 0.566532 -1.813915 0.326148 0.1 1.4 -2.0
C 1.862893 -2.543286 -0.029906 0.7 -0.4 -0.8
C 2.332223 -3.679655 0.925053 0.4 -0.3 1.3
C 2.703479 -3.237010 2.293505 0.1 -1.7 -0.1
C 3.153663 -4.167171 3.330503 -0.9 -1.4 -3.2
C 3.204623 -5.604729 2.946690 -0.5 2.2 -1.2
C 2.842079 -6.043255 1.583705 0.2 1.7 0.9
C 2.413536 -5.088296 0.533893 0.7 0.7 2.9
C 2.673156 -2.239263 -1.182866 -1.8 0.7 0.7
Br 4.305508 -3.201888 -1.656644 -1.4 0.7 0.4
C 2.251654 -1.128768 -2.092251 -0.6 0.1 0.2
N 2.871298 -0.685471 -3.232454 -1.8 0.3 1.7
S 1.957873 0.606743 -3.802382 -0.3 -2.0 2.6
N 0.780886 0.614253 -2.639147 0.3 -1.1 0.6
C 0.977640 -0.384669 -1.723744 1.4 0.0 -1.1
C 0.125710 -0.723215 -0.514980 1.8 -1.2 -0.7
P -1.372515 0.317517 -0.237093 -1.5 1.2 0.8
O -1.957903 0.218725 1.133546 0.7 -0.6 -1.3
O -0.863126 1.914535 -0.420019 0.2 -2.6 -0.3
O -2.475966 -0.057069 -1.424868 1.7 1.3 1.5
H -0.445128 -1.295426 2.207204 0.2 -0.9 -0.5
H 0.159865 -3.042058 2.161425 -0.2 1.0 -0.6
H 2.641560 -2.151952 2.564971 0.1 -1.1 -0.5
H 3.429329 -3.811815 4.348170 -0.2 -0.4 -1.0
H 3.534564 -6.314079 3.742281 -0.4 0.4 -1.1
H 2.924750 -7.144292 1.401097 -0.2 1.3 -0.1
H 2.166944 -5.417923 -0.499934 0.2 0.3 1.0
H 0.053395 1.882137 -0.068919 -0.6 0.5 -0.3
H -3.244654 0.553068 -1.325426 0.4 -0.4 -0.1
O 3.445003 3.219435 -5.905726 0.1 0.1 -0.2
S 3.631257 4.630260 -5.714856 0.2 0.6 0.9
O 3.577255 5.553069 -6.809781 0.0 -0.5 -0.1
O 4.996296 4.868233 -4.902657 -0.7 0.0 0.0
C 6.210634 4.327092 -5.442830 0.8 -0.2 -0.5
C 6.700232 5.116832 -6.642175 -0.2 0.1 -0.2
C 2.518793 5.191873 -4.463832 0.1 0.0 0.1
H 6.078537 3.270805 -5.691857 -0.2 0.1 0.0
H 6.957375 4.380566 -4.649678 -0.3 0.1 0.2
H 6.007895 5.032489 -7.481099 0.1 0.0 0.0
H 7.673186 4.750441 -6.973734 0.0 0.0 0.1
H 6.782378 6.177443 -6.396810 0.1 -0.1 0.0
H 2.574179 4.519251 -3.609927 0.0 0.0 -0.1
H 1.515444 5.179917 -4.888000 0.1 0.0 -0.1
H 2.789436 6.207213 -4.180773 0.0 -0.1 -0.1
O 0.283707 -7.175389 3.275288 -0.2 -0.2 0.4
S -1.126347 -6.947831 3.396493 -0.5 0.1 -0.7
O -1.778431 -6.924862 4.674635 0.4 -0.1 0.0
O -1.905163 -7.973015 2.433893 0.2 0.6 0.1
C -1.665634 -9.376248 2.600336 0.1 -0.9 0.3
C -2.336769 -9.922892 3.846462 0.0 0.2 0.3
C -1.548774 -5.464319 2.536028 -0.1 -0.2 -0.1
H -0.591728 -9.580528 2.607270 0.0 0.2 0.0
H -2.082663 -9.871573 1.722569 0.0 0.4 -0.1
H -1.899073 -9.497359 4.750541 0.0 0.0 -0.1
H -2.226016 -11.007345 3.899804 0.0 0.0 -0.1
H -3.399073 -9.671485 3.852901 0.0 -0.1 -0.1
H -1.089357 -5.481379 1.548688 0.0 -0.1 0.0
H -1.162990 -4.627539 3.116852 0.0 -0.2 0.1
H -2.632297 -5.394667 2.462106 0.1 0.0 0.0
O -5.012823 2.417450 -1.710273 0.1 0.2 0.0
S -5.975241 2.928819 -2.644447 -0.9 -0.2 -0.2
O -5.764999 4.163097 -3.340320 0.3 -0.2 0.3
O -7.415344 2.969809 -1.935914 0.5 -0.4 -0.5
C -7.550642 3.703955 -0.709009 0.0 0.7 0.7
C -7.541785 5.202734 -0.939016 0.2 0.2 -0.2
C -6.344158 1.678240 -3.835726 -0.1 -0.1 0.0
H -6.772177 3.408069 -0.001332 0.0 -0.1 -0.2
H -8.508150 3.414275 -0.274562 0.1 -0.3 -0.3
H -6.573979 5.540001 -1.312627 0.0 0.0 0.1
H -7.745406 5.737030 -0.009378 0.0 -0.1 0.0
H -8.289961 5.483238 -1.683380 0.0 0.0 0.1
H -6.540320 0.740800 -3.318870 0.0 0.1 0.0
H -5.474398 1.576122 -4.483632 0.0 0.1 0.1
H -7.207079 1.991191 -4.420232 0.0 0.0 0.1
O 5.089297 -1.094359 2.444368 0.2 0.1 0.3
S 6.449825 -1.550148 2.470719 0.6 -0.2 -0.6
O 7.088849 -1.938542 3.693989 -0.4 0.2 0.0
O 7.375050 -0.465631 1.724595 -0.3 -0.5 -0.1
C 7.347093 0.888027 2.193441 0.1 0.7 0.5
C 8.090360 1.049811 3.506293 0.0 -0.2 0.2
C 6.646023 -2.857936 1.301398 0.1 0.1 -0.1
H 6.315581 1.240392 2.276695 0.0 -0.2 0.0
H 7.834608 1.494597 1.429012 -0.1 -0.3 -0.2
H 7.592856 0.508100 4.311820 0.0 0.0 0.0
H 8.142320 2.101701 3.792876 0.0 0.0 -0.1
H 9.103348 0.650797 3.426465 0.0 0.1 0.0
H 6.195580 -2.560591 0.356030 0.0 0.0 0.1
H 6.137536 -3.735797 1.700368 -0.1 0.1 0.1
H 7.707218 -3.068261 1.180464 0.0 0.1 0.1
O 6.460922 0.064416 -9.715451 0.0 0.4 -0.1
S 5.534977 0.554192 -10.694683 -0.8 -0.2 -0.1
O 5.786721 1.756506 -11.433533 0.3 -0.2 0.3
O 4.075537 0.649457 -10.028868 0.4 -0.4 -0.5
C 3.921826 1.434991 -8.837246 0.0 0.7 0.7
C 3.965477 2.922295 -9.126667 0.2 0.2 -0.2
C 5.173584 -0.736812 -11.844622 -0.1 -0.1 0.0
H 4.675540 1.153770 -8.097239 0.0 -0.1 -0.2
H 2.947508 1.180948 -8.417889 0.1 -0.3 -0.2
H 4.949678 3.226941 -9.487259 0.0 0.0 0.0
H 3.747475 3.493646 -8.224305 -0.1 -0.2 -0.2
H 3.242753 3.186233 -9.901536 0.0 0.0 0.1
H 4.945804 -1.648530 -11.296019 0.0 0.1 0.0
H 6.057991 -0.880971 -12.463817 0.0 0.1 0.1
H 4.332638 -0.432290 -12.464659 0.0 0.0 0.1
O -8.065034 6.214740 2.757665 0.3 0.2 -0.3
S -7.986817 7.646183 2.809193 -0.2 0.5 0.6
O -7.409397 8.409886 1.742519 0.0 -0.5 0.0
O -7.293437 8.081312 4.192501 -0.6 -0.1 -0.3
C -5.994187 7.555419 4.495976 0.9 -0.2 0.0
C -4.908219 8.208573 3.661799 0.0 0.1 -0.3
C -9.593993 8.296552 3.144918 0.0 0.0 0.2
H -5.986079 6.469071 4.375524 -0.2 0.1 -0.1
H -5.810083 7.764496 5.550527 -0.4 0.1 0.0
H -5.022287 7.966595 2.604292 0.0 0.0 0.1
H -3.921243 7.867042 3.978364 -0.1 0.0 0.1
H -4.955896 9.295580 3.751230 0.0 -0.1 0.1
H -10.032634 7.749390 3.976996 0.1 0.0 0.0
H -10.195734 8.162330 2.246960 0.1 -0.1 0.0
H -9.504899 9.356183 3.376497 0.0 -0.1 0.0
O -2.222699 -1.863691 8.371431 0.0 -0.3 0.2
S -3.337272 -2.760228 8.469807 -0.5 -0.2 -0.6
O -3.538225 -3.587800 9.623188 0.3 0.3 0.0
O -3.380992 -3.682522 7.154582 -0.3 0.6 0.3
C -2.216792 -4.454096 6.824820 0.7 -0.6 0.0
C -2.052795 -5.646925 7.747604 0.0 0.0 0.3
C -4.828274 -1.863860 8.164849 -0.1 0.0 -0.1
H -1.324602 -3.821768 6.832059 -0.1 0.1 0.1
H -2.351722 -4.809589 5.803410 -0.3 0.2 0.1
H -1.849732 -5.328597 8.771397 0.0 0.0 -0.1
H -1.223379 -6.276492 7.422412 -0.1 0.1 -0.2
H -2.966215 -6.244227 7.770273 0.1 0.0 -0.1
H -4.701977 -1.256960 7.270461 0.0 -0.1 0.0
H -5.010213 -1.226962 9.029506 0.1 -0.1 0.0
H -5.647269 -2.570639 8.046178 0.1 0.0 0.0
```
Forces are in eV/Å.

## Properties
M   1300.3 g/mol
Energy   -9563.82240 a.u.
SMILES   O=C(F)Cc1c(-c2ccccc2)c(Br)c2nsnc2c1P(=O)(O)O.CCOS(C)(=O)=O.CCOS(C)(=O)=O.CCOS(C)(=O)=O.CCOS(C)(=O)=O.CCOS(C)(=O)=O.CCOS(C)(=O)=O.CCOS(C)(=O)=O